This record from the Open Molecules 2025 dataset describes a structure of composition C37H61N3O3PS2SeSi4TeW. The level of theory is ωB97M-V/def2-TZVPD.

Each line ends with the Mulliken charge.
CARTESIAN COORDINATES (ANGSTROEM)
W 0.165 -0.137 -0.408  0.53
O 1.426 -0.789 0.873  -0.36
S 2.427 0.318 0.504  1.19
O 3.640 -0.263 0.042  -0.70
O 1.631 0.871 -0.653  -0.28
C 2.483 1.484 1.722  1.18
C 3.693 2.103 2.058  -0.80
C 3.719 3.055 3.037  -0.72
C 2.517 3.392 3.729  -0.89
C 1.330 2.788 3.421  -0.08
C 1.228 1.842 2.374  -0.98
P -0.256 0.956 1.901  1.13
C -1.703 1.965 2.367  0.75
C -1.702 3.352 2.407  1.11
C -2.859 4.041 2.715  -0.82
C -4.036 3.352 2.952  -0.86
C -4.057 1.969 2.864  -0.82
C -2.898 1.277 2.574  -1.03
C -0.468 -0.336 3.224  -0.23
C -0.578 0.015 4.571  -0.11
C -0.696 -0.962 5.539  -0.91
C -0.697 -2.306 5.186  -0.71
C -0.595 -2.668 3.852  -0.61
C -0.477 -1.689 2.886  0.80
H 4.578 1.797 1.520  0.58
H 4.641 3.543 3.302  0.46
H 2.558 4.132 4.513  0.49
H 0.434 3.058 3.964  0.45
H -0.795 3.900 2.207  -0.45
H -2.837 5.119 2.770  0.58
H -4.939 3.892 3.188  0.42
H -4.977 1.426 3.025  0.46
H -2.924 0.195 2.506  0.42
H -0.582 1.059 4.844  0.35
H -0.796 -0.678 6.576  0.45
H -0.791 -3.066 5.946  0.42
H -0.621 -3.705 3.551  0.46
H -0.412 -1.994 1.836  -0.34
C 1.779 5.883 -3.914  -0.99
C 0.571 5.461 -4.745  -0.33
C -0.770 5.524 -4.010  -1.05
C -0.919 4.513 -2.881  -0.54
N -0.185 4.922 -1.698  0.21
C 0.113 4.109 -0.696  0.71
S -0.532 2.549 -0.662  -0.33
N 0.931 4.498 0.303  0.21
C 1.242 5.876 0.640  -1.57
C 0.061 6.554 1.344  0.25
C 0.248 8.056 1.538  -0.53
C -0.962 8.668 2.233  -1.31
H 2.659 5.933 -4.551  0.40
H 1.994 5.172 -3.118  0.15
H 1.627 6.872 -3.481  0.26
H 0.726 4.447 -5.119  0.29
H 0.504 6.120 -5.612  0.34
H -1.561 5.317 -4.733  0.36
H -0.938 6.532 -3.620  0.38
H -0.556 3.532 -3.203  0.31
H -1.977 4.400 -2.614  0.44
H 0.196 5.856 -1.719  0.20
H 1.038 3.829 1.060  -0.59
H 1.517 6.419 -0.267  0.31
H 2.118 5.861 1.290  0.46
H -0.078 6.093 2.324  0.20
H -0.847 6.376 0.760  0.33
H 0.390 8.538 0.570  0.39
H 1.144 8.240 2.133  0.32
H -1.864 8.503 1.649  0.33
H -0.830 9.738 2.360  0.40
H -1.108 8.221 3.213  0.33
C -3.439 -4.828 -2.349  -1.18
Si -2.192 -5.603 -1.109  0.58
C -2.636 -4.948 0.645  -0.87
C -2.288 -7.519 -1.130  -1.16
Si 0.054 -4.773 -1.548  -0.04
Te 0.165 -2.463 -1.007  0.19
Si 1.876 -5.861 -0.304  0.53
C 1.931 -7.768 -0.515  -1.14
C 1.468 -5.448 1.527  -0.69
C 3.546 -5.044 -0.766  -1.08
Si 0.528 -5.413 -3.869  0.56
C 2.241 -4.664 -4.296  -1.06
C 0.559 -7.323 -4.003  -0.93
C -0.824 -4.690 -5.010  -1.06
H -4.436 -4.726 -1.929  0.41
H -3.533 -5.406 -3.260  0.35
H -3.091 -3.834 -2.619  0.34
H -3.682 -5.078 0.898  0.49
H -2.418 -3.883 0.682  0.07
H -2.050 -5.438 1.414  0.24
H -3.274 -7.872 -0.847  0.41
H -1.571 -7.953 -0.445  0.27
H -2.074 -7.908 -2.117  0.30
H 0.931 -8.183 -0.509  0.28
H 2.494 -8.236 0.286  0.39
H 2.399 -8.065 -1.445  0.34
H 0.563 -5.950 1.848  0.28
H 1.304 -4.377 1.615  -0.19
H 2.262 -5.723 2.214  0.55
H 3.978 -5.472 -1.662  0.30
H 4.287 -5.130 0.021  0.41
H 3.377 -3.984 -0.950  0.28
H 3.060 -5.314 -4.012  0.30
H 2.354 -3.722 -3.764  0.28
H 2.339 -4.454 -5.356  0.40
H 1.359 -7.753 -3.417  0.23
H 0.694 -7.644 -5.030  0.41
H -0.369 -7.747 -3.643  0.17
H -0.962 -3.632 -4.801  0.29
H -1.775 -5.189 -4.863  0.26
H -0.566 -4.783 -6.060  0.42
Se -0.235 -0.062 -2.664  -0.08
C -2.077 -1.106 -0.013  -0.55
N -1.788 0.046 -0.090  -0.17

Kohn-Sham gap (spin up / spin down)	4.80 / 4.79	eV
charge	+1
HOMO (spin up / spin down)	-0.316 / -0.316	Ha


This record from the Open Molecules 2025 dataset describes a structure of composition C37H61N4O3ReSbSi. The level of theory is ωB97M-V/def2-TZVPD.

Each line ends with the Löwdin spin population.
CARTESIAN COORDINATES (ANGSTROEM)
Re 0.760 0.053 -0.720  0.90
N 3.267 -1.012 0.872  -0.01
C 2.306 -0.747 0.303  -0.01
C 2.239 -3.249 -2.556  0.00
C 1.365 -3.959 -1.541  0.00
C 0.735 -5.211 -2.119  0.00
C 2.154 -4.270 -0.285  0.00
Sb -0.304 -2.482 -0.988  -0.02
C -1.310 -3.075 0.958  0.01
C -2.393 -2.043 1.207  0.00
C -1.873 -4.476 0.846  0.00
C -0.235 -2.977 2.020  0.00
C -1.848 -2.204 -2.646  -0.01
C -1.066 -1.911 -3.917  0.00
C -2.707 -3.440 -2.812  0.00
C -2.683 -1.005 -2.230  0.00
H 3.071 -3.897 -2.830  0.00
H 2.651 -2.334 -2.129  0.00
H 1.686 -3.005 -3.461  0.00
H 1.529 -5.920 -2.357  0.00
H 0.187 -5.007 -3.036  0.00
H 0.067 -5.697 -1.410  0.00
H 3.025 -4.865 -0.557  0.00
H 1.569 -4.854 0.422  0.00
H 2.514 -3.362 0.197  0.00
H -3.240 -2.182 0.538  0.00
H -1.991 -1.035 1.101  0.00
H -2.764 -2.141 2.225  0.00
H -2.620 -4.551 0.061  0.00
H -2.351 -4.738 1.788  0.00
H -1.091 -5.208 0.659  0.00
H 0.308 -2.036 1.925  0.00
H 0.467 -3.804 1.971  0.00
H -0.701 -2.997 3.004  0.00
H -0.581 -2.811 -4.293  0.00
H -0.309 -1.143 -3.753  0.00
H -1.748 -1.556 -4.689  0.00
H -2.112 -4.317 -3.052  0.00
H -3.407 -3.277 -3.632  0.00
H -3.292 -3.650 -1.920  0.00
H -2.044 -0.173 -1.935  0.00
H -3.342 -1.246 -1.399  0.00
H -3.307 -0.686 -3.064  0.00
C 0.350 3.921 2.203  0.00
C 0.661 2.673 3.018  0.01
C 0.425 2.958 4.493  0.00
C 2.096 2.223 2.781  0.00
Si -0.530 1.175 2.450  0.01
O -0.080 0.588 1.041  0.08
C -0.299 -0.077 3.879  0.00
C -1.299 -0.263 4.826  0.00
C -1.092 -1.111 5.903  0.00
C 0.116 -1.771 6.045  0.00
C 1.115 -1.595 5.102  0.00
C 0.908 -0.753 4.023  0.00
C -2.316 1.771 2.189  0.00
C -3.073 2.343 3.207  0.00
C -4.381 2.737 2.979  0.00
C -4.954 2.580 1.729  0.00
C -4.207 2.028 0.702  0.00
C -2.907 1.626 0.935  0.00
H 0.869 4.773 2.643  0.00
H -0.713 4.151 2.204  0.00
H 0.689 3.815 1.176  0.00
H 1.137 3.711 4.834  0.00
H 0.565 2.072 5.107  0.00
H -0.574 3.351 4.664  0.00
H 2.770 3.070 2.908  0.00
H 2.227 1.819 1.776  0.00
H 2.387 1.460 3.496  0.00
H -2.242 0.254 4.737  0.00
H -1.876 -1.247 6.632  0.00
H 0.278 -2.423 6.889  0.00
H 2.059 -2.105 5.204  0.00
H 1.689 -0.628 3.289  0.00
H -2.645 2.487 4.188  0.00
H -4.956 3.173 3.781  0.00
H -5.969 2.896 1.550  0.00
H -4.639 1.912 -0.281  0.00
H -2.331 1.188 0.131  0.00
C 5.052 3.094 -4.127  0.00
N 4.081 2.357 -3.355  0.00
C 3.420 1.184 -3.882  0.00
C 2.514 0.836 -2.722  0.00
O 1.700 -0.104 -2.643  0.02
N 2.709 1.695 -1.722  0.02
C 3.657 2.569 -2.106  0.00
N 4.063 3.549 -1.308  0.00
H 5.965 2.508 -4.252  0.00
H 5.306 4.033 -3.643  0.00
H 4.638 3.315 -5.113  0.00
H 4.131 0.376 -4.086  0.00
H 2.875 1.396 -4.807  0.00
H 3.773 3.524 -0.341  0.00
H 4.848 4.130 -1.548  0.00
C -0.622 3.374 -3.590  0.00
C -0.937 3.999 -2.231  0.00
C -0.314 2.984 -1.282  0.00
O -0.465 1.700 -1.904  0.00
C -0.795 1.888 -3.291  0.00
H 0.405 3.603 -3.884  0.00
H -1.291 3.698 -4.383  0.00
H -2.013 4.063 -2.066  0.00
H -0.500 4.987 -2.110  0.00
H -0.799 2.940 -0.305  0.00
H 0.760 3.184 -1.158  0.00
H -1.841 1.598 -3.442  0.00
H -0.158 1.239 -3.898  0.00

Kohn-Sham gap (spin up / spin down)	4.86 / 5.29	eV
2S+1	2
charge	+2
⟨S²⟩	0.7623
HOMO (spin up / spin down)	-0.477 / -0.477	Ha


This record from the Open Molecules 2025 dataset describes the ion C37H62N18O5 with charge +2. The level of theory is ωB97M-V/def2-TZVPD.

Each line ends with the natural charge from an NBO analysis.
CARTESIAN COORDINATES (ANGSTROEM)
C 0.845 5.958 -0.338  -0.18
C 0.803 5.015 0.398  -0.08
C 0.687 3.848 1.257  -0.15
H 1.025 4.098 2.271  0.21
O -0.637 3.311 1.296  -0.56
C -1.496 3.853 2.281  -0.09
H -2.359 3.182 2.289  0.19
C -1.942 5.300 2.016  -0.11
H -2.508 5.653 2.884  0.19
H -1.056 5.933 1.895  0.21
O -2.699 5.429 0.825  -0.56
C -4.071 5.724 0.960  -0.08
H -4.240 6.476 1.739  0.19
C -4.936 4.492 1.251  -0.10
O -4.772 3.601 0.161  -0.57
C -5.525 2.405 0.207  -0.07
C -5.090 1.455 1.336  -0.25
N -5.368 0.088 0.997  -0.58
C -4.475 -0.904 1.169  0.64
N -3.231 -0.586 1.519  -0.65
C -2.427 -1.630 1.730  0.64
N -2.792 -2.906 1.646  -0.64
C -4.032 -3.107 1.208  0.63
N -4.909 -2.142 0.927  -0.65
N -4.451 -4.394 1.064  -0.40
C -5.526 -4.649 0.137  -0.24
H -6.171 -3.772 0.130  0.25
H -6.096 -5.514 0.482  0.21
C -4.911 -4.926 -1.268  -0.24
N -3.503 -4.591 -1.236  -0.42
C -2.983 -3.387 -1.521  0.70
O -1.818 -3.091 -1.315  -0.66
C -3.918 -2.371 -2.210  -0.34
N -3.198 -1.146 -2.373  -0.13
N -3.529 -0.058 -1.714  -0.03
N -2.629 0.834 -1.939  -0.32
C -1.675 0.341 -2.755  0.09
C -2.042 -0.958 -3.046  -0.04
H -1.588 -1.717 -3.646  0.24
C -0.494 1.137 -3.188  -0.43
H 0.040 0.544 -3.930  0.23
H 0.179 1.275 -2.338  0.22
C -0.852 2.511 -3.790  -0.41
H -0.195 2.669 -4.644  0.23
H -1.872 2.485 -4.176  0.21
C -0.688 3.718 -2.853  -0.41
C -1.946 4.154 -2.108  -0.23
N -2.278 3.256 -0.991  -0.77
H -1.540 3.280 -0.267  0.44
H -3.160 3.560 -0.536  0.46
H -1.796 5.156 -1.700  0.23
H -2.794 4.182 -2.794  0.21
H 0.112 3.534 -2.133  0.21
H -0.376 4.569 -3.460  0.23
H -2.437 2.243 -1.341  0.43
H -4.779 -2.157 -1.570  0.28
H -4.242 -2.754 -3.182  0.24
C -2.761 -5.463 -0.341  -0.24
H -2.749 -6.472 -0.758  0.21
C -3.452 -5.436 1.051  -0.24
H -2.729 -5.230 1.838  0.25
H -3.954 -6.383 1.256  0.21
H -1.742 -5.083 -0.281  0.24
H -4.979 -5.990 -1.509  0.22
H -5.431 -4.370 -2.045  0.22
N -1.151 -1.361 2.099  -0.41
C -0.602 -0.053 1.849  -0.22
H -1.418 0.667 1.827  0.25
H 0.096 0.199 2.653  0.20
C 0.133 -0.071 0.506  -0.24
N 1.173 -1.084 0.545  -0.43
C 2.454 -0.692 0.487  0.68
O 2.775 0.470 0.300  -0.65
C 3.539 -1.778 0.655  -0.12
N 4.783 -1.252 0.147  -0.12
C 5.010 -0.739 -1.080  -0.04
C 6.340 -0.367 -1.067  0.10
N 6.816 -0.683 0.157  -0.33
N 5.878 -1.205 0.870  -0.05
C 7.169 0.265 -2.133  -0.43
H 7.235 -0.411 -2.990  0.23
C 8.571 0.622 -1.640  -0.41
H 8.484 1.186 -0.711  0.21
H 9.060 1.261 -2.376  0.23
C 9.419 -0.636 -1.400  -0.23
N 10.501 -0.408 -0.461  -0.56
C 10.350 -0.361 0.862  0.67
N 9.171 -0.527 1.425  -0.79
H 9.106 -0.530 2.429  0.41
H 8.256 -0.597 0.893  0.45
N 11.437 -0.145 1.619  -0.77
H 12.356 -0.085 1.216  0.42
H 11.374 -0.144 2.622  0.42
H 11.405 -0.177 -0.843  0.41
H 9.861 -0.976 -2.337  0.23
H 8.791 -1.439 -1.011  0.22
H 6.661 1.171 -2.473  0.24
H 4.256 -0.668 -1.834  0.24
C 3.716 -2.143 2.127  -0.61
H 4.535 -2.850 2.237  0.24
H 3.958 -1.251 2.698  0.23
H 2.811 -2.588 2.527  0.22
H 3.282 -2.661 0.056  0.23
C 0.625 -2.404 0.784  -0.24
H -0.075 -2.633 -0.027  0.25
H 1.400 -3.166 0.806  0.21
C -0.159 -2.406 2.109  -0.23
H -0.669 -3.359 2.240  0.26
H 0.516 -2.227 2.953  0.20
H -0.575 -0.328 -0.287  0.21
H 0.596 0.892 0.298  0.24
H -6.320 -0.195 0.829  0.41
H -5.583 1.724 2.279  0.20
H -4.007 1.513 1.467  0.23
H -5.335 1.917 -0.751  0.21
H -6.593 2.640 0.290  0.18
H -5.985 4.798 1.340  0.20
H -4.627 4.018 2.191  0.17
H -4.366 6.140 -0.006  0.21
H -1.009 3.817 3.264  0.19
H 1.325 3.046 0.866  0.24
H 0.918 6.800 -0.960  0.24

Kohn-Sham gap	8.93	eV
charge	+2
HOMO	-0.447	Ha


This record from the Open Molecules 2025 dataset describes a cluster of 9 separate species, C37H64N8O13 in total. The level of theory is ωB97M-V/def2-TZVPD.

Each line ends with the Mulliken charge.
CARTESIAN COORDINATES (ANGSTROEM)
C -23.557 -34.550 -10.161  -1.88
C -24.126 -34.728 -8.734  1.69
C -25.263 -35.697 -8.479  -0.84
C -24.802 -37.147 -8.496  -1.27
C -23.757 -37.267 -7.416  -1.31
C -22.492 -36.349 -7.602  1.72
N -22.886 -34.966 -7.907  1.45
O -22.093 -33.977 -7.758  -0.44
C -21.540 -36.788 -8.738  -1.38
C -21.852 -36.347 -6.178  -3.76
C -24.579 -33.352 -8.315  -1.94
H -22.738 -33.829 -10.482  0.39
H -24.059 -34.091 -10.915  0.59
H -23.279 -35.383 -10.584  0.47
H -25.933 -35.699 -9.289  0.71
H -25.946 -35.514 -7.497  -0.46
H -24.432 -37.317 -9.554  0.27
H -25.523 -37.802 -8.245  0.92
H -23.641 -38.412 -7.263  0.46
H -24.250 -37.150 -6.538  0.35
H -20.689 -36.201 -8.426  0.49
H -22.009 -36.768 -9.739  0.29
H -21.197 -37.923 -8.479  0.30
H -21.540 -37.164 -6.099  1.31
H -22.465 -35.899 -5.431  0.48
H -21.015 -35.896 -6.156  1.00
H -23.778 -32.713 -8.364  0.97
H -25.008 -33.366 -7.152  -0.32
H -25.566 -33.041 -8.918  0.44
C -25.941 -34.438 -4.693  0.42
O -27.018 -34.029 -5.252  -0.73
O -26.240 -35.478 -3.753  -0.03
O -24.744 -34.212 -4.899  -0.21
H -27.233 -35.803 -3.640  0.05
C -26.172 -33.592 -0.533  -0.20
C -26.238 -33.598 0.975  -0.84
C -26.984 -32.439 1.614  -0.75
C -27.687 -31.507 0.679  -0.07
C -27.267 -31.359 -0.879  -0.48
C -26.576 -32.578 -1.405  0.39
N -28.515 -30.446 1.241  1.02
O -28.580 -30.266 2.424  -0.63
O -29.215 -29.732 0.499  -0.60
H -25.638 -34.471 -0.965  0.20
H -25.864 -34.458 1.356  0.59
H -27.036 -32.265 2.615  0.61
H -27.727 -30.534 -1.421  0.62
H -26.349 -32.765 -2.474  0.08
C -30.776 -30.636 -2.867  -0.72
C -29.640 -31.603 -3.410  -0.70
C -29.131 -31.304 -4.812  -0.27
C -29.631 -30.066 -5.528  0.02
C -30.476 -29.055 -4.819  -0.50
C -31.104 -29.526 -3.404  -0.46
N -29.121 -29.717 -6.890  1.07
O -29.688 -28.774 -7.525  -0.64
O -28.420 -30.497 -7.397  -0.56
H -31.173 -30.838 -1.958  0.48
H -29.343 -32.367 -2.927  0.94
H -28.434 -31.808 -5.399  0.73
H -30.747 -28.049 -5.341  0.33
H -31.674 -28.700 -2.906  0.31
C -22.196 -33.851 -2.612  0.28
O -21.139 -34.529 -2.215  -0.72
N -22.368 -32.537 -2.261  0.15
C -23.479 -31.723 -2.611  -0.40
C -21.359 -31.973 -1.317  -1.33
H -22.972 -34.315 -3.467  0.13
H -24.256 -32.336 -3.103  -0.50
H -23.173 -30.888 -3.100  0.38
H -23.840 -31.374 -1.610  0.60
H -21.554 -31.018 -1.254  0.65
H -20.237 -31.899 -1.635  0.25
H -21.516 -32.312 -0.291  0.36
C -29.631 -39.392 -6.769  -0.14
O -29.796 -39.700 -5.569  -0.55
N -29.036 -38.241 -7.246  0.45
C -28.988 -38.089 -8.730  -0.93
C -28.700 -37.066 -6.395  -0.55
H -30.242 -39.898 -7.514  0.41
H -29.866 -37.548 -8.926  0.40
H -28.830 -39.100 -9.146  0.44
H -28.091 -37.649 -9.091  0.06
H -29.556 -36.387 -6.083  0.33
H -28.054 -36.255 -6.848  0.05
H -28.380 -37.268 -5.472  0.07
C -24.757 -40.654 -3.518  0.07
O -23.658 -40.984 -3.400  -0.50
N -25.249 -39.333 -3.425  0.10
C -26.533 -39.084 -3.846  -1.21
C -24.513 -38.128 -3.046  -1.24
H -25.587 -41.271 -3.969  0.28
H -27.351 -40.002 -3.753  0.20
H -26.498 -38.892 -4.851  0.58
H -26.896 -38.238 -3.444  0.33
H -24.618 -37.486 -3.951  0.21
H -23.631 -38.198 -2.912  0.77
H -24.925 -37.824 -2.104  0.33
C -24.880 -28.435 -6.293  -0.10
O -26.118 -28.304 -6.409  -0.61
N -24.450 -29.618 -5.949  0.30
C -23.003 -30.057 -5.837  -1.50
C -25.353 -30.763 -5.592  -0.66
H -24.154 -27.703 -6.379  0.44
H -22.903 -31.014 -6.070  0.42
H -22.772 -29.861 -4.938  0.68
H -22.360 -29.510 -6.625  0.32
H -24.868 -31.595 -5.251  -0.05
H -25.980 -31.155 -6.376  0.22
H -26.074 -30.476 -4.864  0.61
C -30.705 -36.323 -2.166  -0.21
O -29.857 -36.426 -3.116  -0.58
N -30.682 -35.751 -0.988  0.20
C -31.799 -35.838 -0.162  -1.24
C -29.442 -34.980 -0.561  -0.82
H -31.582 -36.945 -2.190  0.45
H -31.963 -35.070 0.574  0.33
H -31.824 -36.826 0.250  0.43
H -32.714 -35.683 -0.485  0.54
H -28.761 -35.687 -0.361  0.45
H -29.648 -34.385 0.266  0.37
H -29.061 -34.240 -1.417  -0.02

Kohn-Sham gap	4.52	eV
HOMO	-0.315	Ha